# C36H28N5O4STi

C36H28N5O4STi as an isolated structure in a non-equilibrium geometry (the ωB97M-V functional and the def2-TZVPD basis, the Open Molecules 2025 dataset).

The geometry in XYZ format:
```
75
Properties=species:S:1:pos:R:3:mulliken_charge:R:1
Ti 0.242 -0.105 0.515 -0.446
O 1.731 -0.679 4.087 -0.646
C 1.727 -0.319 2.949 -0.072
O 1.074 -0.893 1.944 -0.316
C 2.552 0.842 2.455 0.928
C 3.296 1.626 3.315 -0.854
C 4.026 2.673 2.774 -0.449
C 3.985 2.884 1.403 -0.939
C 3.200 2.057 0.623 -0.371
N 2.488 1.053 1.137 0.439
H 3.286 1.399 4.372 0.596
H 4.614 3.316 3.416 0.474
H 4.547 3.684 0.940 0.464
H 3.116 2.208 -0.447 0.455
O -2.890 -1.423 1.928 -0.765
S -2.335 -0.171 1.529 1.612
O -1.139 0.339 2.226 -0.612
N -1.641 -0.254 0.077 0.477
C -2.112 -0.510 -1.206 0.187
C -3.409 -0.676 -1.605 -0.608
C -3.703 -0.874 -2.971 -0.803
C -2.715 -0.884 -3.912 -1.027
C -1.367 -0.698 -3.523 1.072
C -0.287 -0.639 -4.431 -0.883
C 0.978 -0.430 -3.960 -1.104
C 1.189 -0.291 -2.581 -0.386
N 0.213 -0.343 -1.699 1.111
C -1.067 -0.533 -2.162 0.145
C -3.587 1.048 1.522 0.210
C -3.221 2.389 1.489 0.006
C -4.223 3.345 1.457 -0.784
C -5.557 2.953 1.460 -0.433
C -5.903 1.607 1.501 -0.744
C -4.915 0.639 1.532 -0.475
H -4.205 -0.652 -0.873 0.438
H -4.733 -1.015 -3.270 0.439
H -2.945 -1.026 -4.961 0.449
H -0.477 -0.754 -5.492 0.467
H 1.827 -0.376 -4.627 0.495
H 2.191 -0.176 -2.192 0.404
H -2.178 2.669 1.491 0.314
H -3.960 4.395 1.432 0.463
H -6.336 3.705 1.439 0.408
H -6.945 1.314 1.518 0.419
H -5.159 -0.415 1.590 0.533
N 3.513 -1.276 -0.436 -0.304
C 3.343 -2.657 -0.331 0.677
C 4.436 -3.479 -0.477 -0.654
C 4.340 -4.874 -0.379 -0.819
C 3.135 -5.455 -0.131 -0.878
C 1.982 -4.651 -0.008 0.936
C 0.725 -5.253 0.206 -0.668
C -0.386 -4.480 0.251 -1.641
C -0.241 -3.096 0.085 0.162
N 0.904 -2.463 -0.085 0.609
C 2.052 -3.234 -0.120 -0.200
H 4.478 -0.994 -0.365 0.304
H 2.961 -0.747 0.213 -0.205
H 5.404 -3.023 -0.654 0.378
H 5.231 -5.478 -0.486 0.393
H 3.036 -6.530 -0.040 0.411
H 0.669 -6.329 0.317 0.439
H -1.372 -4.897 0.403 0.524
H -1.137 -2.501 0.104 0.504
C -0.395 4.734 -0.132 -0.849
C -0.560 3.890 -1.218 -0.806
C -0.334 2.523 -1.090 -0.980
C 0.072 1.950 0.118 2.709
C 0.215 2.829 1.202 -0.605
C -0.010 4.192 1.087 -0.706
H -0.568 5.798 -0.234 0.426
H -0.876 4.287 -2.176 0.481
H -0.484 1.920 -1.974 0.276
H 0.476 2.454 2.185 0.315
H 0.117 4.830 1.954 0.481
```

- Net charge: +1
- HOMO-LUMO gap: 6.940 eV
- Highest occupied orbital energy: -10.5 eV
- Electronic energy: -3210.9750 hartree
- ΔE to the lowest compared entry with this formula, charge and spin: 3.8 kcal per mole
- LUMO: -3.53 eV
- Spin multiplicity: 1